1.
Here is a structure of composition C28H38AuN8O3SSi from the Open Molecules 2025 dataset. Energies are from ωB97M-V with the def2-TZVPD basis set.

```
! wB97M-V def2-TZVPD RIJCOSX def2/J DEFGRID3
* xyz 1 1
Au -0.244 1.852 -0.607
N 3.881 2.088 0.375
C 2.740 1.668 -0.124
N 1.643 2.386 -0.079
C 1.627 3.656 0.536
N 0.543 4.383 0.581
N -0.516 3.730 0.044
C -1.720 4.157 -0.023
C -2.691 3.260 -0.673
C -4.016 3.591 -0.842
C -4.858 2.698 -1.499
C -4.352 1.503 -1.966
C -3.012 1.203 -1.759
N -2.211 2.061 -1.136
C 2.866 4.137 1.102
C 2.949 5.365 1.768
C 4.150 5.763 2.311
C 5.276 4.945 2.210
C 5.212 3.723 1.568
C 4.002 3.327 1.021
H 4.689 1.485 0.313
H 2.692 0.697 -0.604
H -2.002 5.128 0.369
H -4.384 4.537 -0.470
H -5.901 2.946 -1.642
H -4.980 0.791 -2.482
H -2.553 0.280 -2.087
H 2.060 5.968 1.866
H 4.214 6.704 2.838
H 6.211 5.264 2.648
H 6.082 3.083 1.499
N 1.268 4.577 4.143
C 1.155 3.500 3.730
N 1.132 2.260 3.269
C 0.169 1.865 2.514
N -0.685 1.417 1.845
C -2.937 -3.489 1.099
C -3.024 -2.167 0.347
C -2.843 -0.997 1.295
C -4.335 -2.074 -0.417
O -1.980 -2.176 -0.651
Si -0.383 -1.975 -0.710
S 0.265 -0.130 -1.683
O 0.271 -3.021 -1.750
C 0.060 -3.453 -3.111
C 1.215 -2.911 -3.940
C 0.083 -4.973 -3.073
C -1.274 -2.947 -3.640
O 0.206 -2.180 0.775
C 1.503 -2.325 1.387
C 1.407 -3.543 2.294
C 1.755 -1.066 2.202
C 2.586 -2.528 0.337
H -3.742 -3.567 1.831
H -1.983 -3.558 1.623
H -3.016 -4.324 0.403
H -3.635 -0.995 2.045
H -2.882 -0.045 0.764
H -1.884 -1.048 1.807
H -5.177 -2.058 0.276
H -4.450 -2.928 -1.085
H -4.364 -1.164 -1.015
H 2.165 -3.240 -3.519
H 1.197 -1.820 -3.954
H 1.147 -3.271 -4.967
H 1.030 -5.326 -2.664
H -0.035 -5.381 -4.078
H -0.727 -5.347 -2.447
H -1.296 -1.855 -3.651
H -2.097 -3.309 -3.024
H -1.419 -3.299 -4.662
H 0.607 -3.405 3.022
H 2.344 -3.693 2.833
H 1.196 -4.436 1.706
H 0.987 -0.939 2.964
H 1.714 -0.187 1.556
H 2.728 -1.110 2.693
H 2.394 -3.424 -0.252
H 3.556 -2.633 0.826
H 2.628 -1.682 -0.354
*
```

## Properties
LUMO level = -4.67 eV
Kohn-Sham gap = 5.9 eV
Energy = -2576.832668 Ha
HOMO = -10.592 eV
Relative energy (zero: lowest compared OMol25 entry of this formula, charge and spin) = 41.7 kJ/mol

Löwdin population analysis, charges in e, atoms 1 to 2: 1.030, 0.173


2.
Here is a structure of composition C28H38BaN4OP2 at a distorted geometry from the Open Molecules 2025 dataset. Energies are from ωB97M-V with the def2-TZVPD basis set.

```
! wB97M-V def2-TZVPD RIJCOSX def2/J DEFGRID3
* xyz 0 1
Ba 2.384 0.933 1.937
C -0.892 -4.663 3.509
C -0.117 -4.229 2.511
C -0.337 -2.991 1.658
C -0.158 -1.720 2.445
C -1.258 -1.112 3.246
C -2.305 -1.763 3.767
C -2.889 -3.002 3.176
C -2.310 -4.268 3.800
C 1.784 1.153 5.007
H -0.454 -5.310 4.264
H 0.878 -4.665 2.332
H -1.265 -3.003 1.085
H 0.495 -2.970 0.935
H 0.700 -1.874 3.107
H 0.230 -0.922 1.770
H -1.083 -0.070 3.561
H -2.920 -1.321 4.561
H -2.790 -2.978 2.089
H -3.969 -2.988 3.402
H -2.226 -4.118 4.883
H -3.071 -5.051 3.683
H 2.399 0.209 5.200
H 0.844 1.075 5.583
H 2.458 2.035 5.246
P 0.014 2.408 -0.638
P 1.493 -0.172 -2.190
N -1.723 2.618 -0.339
N 0.243 4.190 -1.178
N 0.086 -1.219 -2.645
N 2.512 -0.733 -3.576
C -0.355 1.863 -2.341
C 0.856 1.275 -3.117
C -2.283 2.568 0.944
C -3.598 3.019 0.850
C -3.851 3.368 -0.521
C -2.692 3.092 -1.244
C 1.212 4.993 -0.580
C 1.325 6.174 -1.306
C 0.374 6.109 -2.377
C -0.291 4.898 -2.260
C -0.480 -2.039 -1.666
C -1.697 -2.521 -2.133
C -1.882 -2.001 -3.453
C -0.795 -1.189 -3.735
C 2.181 -1.287 -4.817
C 3.340 -1.439 -5.572
C 4.421 -0.892 -4.803
C 3.883 -0.422 -3.611
H -0.635 2.728 -2.974
H -1.199 1.129 -2.285
H 0.480 0.990 -4.125
H 1.701 1.996 -3.243
H -1.705 2.198 1.785
H -4.300 3.108 1.665
H -4.733 3.809 -0.951
H -2.506 3.138 -2.301
H 1.734 4.650 0.315
H 2.003 6.999 -1.099
H 0.189 6.854 -3.148
H -1.089 4.498 -2.880
H 0.060 -2.181 -0.739
H -2.349 -3.198 -1.600
H -2.690 -2.221 -4.136
H -0.600 -0.594 -4.625
H 1.163 -1.543 -5.058
H 3.399 -1.899 -6.550
H 5.464 -0.862 -5.093
H 4.336 0.096 -2.775
C 2.975 -1.780 3.928
O 2.341 -1.199 2.816
H 3.260 -2.837 3.808
H 2.363 -1.739 4.845
H 3.918 -1.189 3.973
*
```

## Properties
LUMO level = -0.98 eV
Kohn-Sham gap = 4.9 eV
Energy = -2091.958320 Ha
HOMO = -5.863 eV
Relative energy (zero: lowest compared OMol25 entry of this formula, charge and spin) = 294.0 kJ/mol

Löwdin population analysis, charges in e, atoms 1 to 2: 1.475, -0.106


> Among the records above, which one has the highest LUMO level?

C28H38BaN4OP2